(1)
This record from the OMol25 dataset describes C14H19N3OS in the gas phase. The level of theory is ωB97M-V with the def2-TZVPD basis set.

```
38
Properties=species:S:1:pos:R:3:mulliken_charge:R:1
C -1.0715 -4.4746 -0.5388 -1.4096
C -1.1989 -3.0720 0.0393 0.2069
C -2.5215 -2.4124 -0.3768 -0.8487
C -2.5805 -1.0244 0.1355 0.4399
N -2.1210 0.0447 -0.4714 -0.2706
C -2.3233 1.0424 0.4230 0.4207
S -1.8625 2.6815 0.1160 -0.2111
C -0.7342 2.3859 -1.3074 -1.1252
C 0.4080 1.5049 -0.9217 0.3032
C 1.2803 1.8814 0.0889 -0.9271
C 2.3246 1.0631 0.4810 -0.2787
C 2.5126 -0.1676 -0.1394 0.9184
O 3.4787 -1.0784 0.1696 -0.4642
C 4.4880 -0.7462 1.1003 -0.4411
C 5.5449 0.1860 0.5146 -1.0506
C 1.6366 -0.5486 -1.1574 -0.6501
C 0.5992 0.2742 -1.5396 -0.1295
N -2.8921 0.6474 1.5427 -0.9444
N -3.0539 -0.6767 1.3507 0.2705
H -1.8829 -5.1100 -0.1898 0.3635
H -1.1034 -4.4435 -1.6253 0.3460
H -0.1289 -4.9231 -0.2354 0.3714
H -0.3731 -2.4490 -0.3090 -0.0894
H -1.1444 -3.1174 1.1297 0.3270
H -3.3651 -2.9882 0.0105 0.3894
H -2.5822 -2.3824 -1.4650 0.3105
H -0.4037 3.3854 -1.5908 0.4811
H -1.3276 1.9446 -2.1055 0.3733
H 1.1338 2.8284 0.5887 0.3527
H 2.9737 1.3968 1.2754 0.3482
H 4.0517 -0.3179 2.0113 0.3367
H 4.9436 -1.7067 1.3584 0.3130
H 6.3233 0.3669 1.2508 0.3595
H 5.1051 1.1367 0.2232 0.3392
H 5.9896 -0.2701 -0.3664 0.3066
H 1.7939 -1.5049 -1.6324 0.4497
H -0.0760 -0.0412 -2.3197 0.2963
H -3.4768 -1.2431 2.0682 0.2166
```

Properties
frontier orbital gap: 8.816 eV
total charge: 0
E_LUMO: 0.828 eV
molar mass: 277.39 g/mol
energy above the lowest of the compared OMol25 structures with the same formula, charge and spin: 33.2 kcal/mol
calculated total energy: -1182.5728 Eh
SMILES: CCCc1nc(SCc2ccc(OCC)cc2)n[nH]1

=====

(2)
This record from the OMol25 dataset describes a molecular structure, C9H15F7N3O7RhS2 in a non-equilibrium geometry. The level of theory is ωB97M-V with the def2-TZVPD basis set.

```
44
Properties=species:S:1:pos:R:3:mulliken_charge:R:1
Rh 0.3926 -0.3138 0.9669 1.7004
N -1.2999 0.8089 -0.2215 0.0078
C -2.5168 0.2288 -0.8017 -0.6547
C -2.9456 -0.9963 -0.0096 -0.6059
C -1.8811 -2.0678 -0.3010 0.5482
O -2.0757 -2.8614 -1.2133 -0.6329
O -0.8134 -2.0005 0.4051 -0.7381
H -1.5481 1.4210 0.5458 0.2124
H -0.7840 1.3809 -0.8815 0.2016
H -2.3304 -0.0589 -1.8371 0.1692
H -3.3203 0.9698 -0.7964 0.4258
H -3.9161 -1.3557 -0.3414 0.3642
H -2.9552 -0.7755 1.0591 0.3069
F -0.8622 4.9222 3.6758 -0.2077
C -0.9270 3.6057 3.7982 0.4636
F -0.2582 3.2226 4.8772 -0.2020
F -2.1993 3.2350 3.9054 -0.2001
S -0.2459 2.7811 2.2857 1.3797
O -0.4491 1.3558 2.5272 -0.7074
O -1.0104 3.3092 1.1922 -0.7442
N 1.2567 3.2614 2.3516 -0.6225
S 2.2291 2.4667 1.3988 1.0593
O 1.4521 1.6284 0.4705 -0.6283
O 3.2793 3.2382 0.8410 -0.6189
C 3.0798 1.3131 2.5847 0.7567
F 2.1864 0.5579 3.2105 -0.1791
F 3.9415 0.5393 1.9406 -0.2261
F 3.7254 2.0454 3.4841 -0.2290
C 0.0572 -2.7101 -3.5612 -1.0628
N 0.5686 -1.6259 -2.7313 0.3517
C 0.4435 -0.2704 -3.2419 -1.0593
C 1.0786 -1.8559 -1.5254 1.2988
C 1.2465 -3.2759 -1.0859 -1.4766
O 1.4728 -0.8918 -0.8094 -0.9497
H -0.3420 -2.2904 -4.4803 0.3836
H -0.7416 -3.2360 -3.0369 0.3449
H 0.8430 -3.4210 -3.8201 0.3466
H -0.6029 -0.0414 -3.4547 0.3871
H 1.0125 -0.1688 -4.1669 0.3932
H 0.8353 0.4260 -2.5068 0.2131
H 1.9025 -3.8066 -1.7789 0.4451
H 0.2845 -3.7854 -1.0534 0.3391
H 1.6777 -3.2704 -0.0891 0.3831
F 1.0599 -1.6376 2.2255 -0.7367
```

Properties
frontier orbital gap (spin up / spin down): 7.539 / 7.459 eV
total charge: 0
E_LUMO (spin up / spin down): -2.482 / -2.573 eV
molar mass: 577.26 g/mol
energy above the lowest of the compared OMol25 structures with the same formula, charge and spin: 69.5 kcal/mol
calculated total energy: -2648.8199 Eh

=====

(3)
This record from the OMol25 dataset describes C5H5NO in the gas phase in a non-equilibrium geometry. The level of theory is ωB97M-V with the def2-TZVPD basis set.

```
12
Properties=species:S:1:pos:R:3:mulliken_charge:R:1
C 1.8674 -0.1140 0.9913 -0.1163
C 1.1665 0.5084 0.2351 -0.5804
C -0.0645 0.8351 -0.4938 0.3206
O 0.0841 0.9011 -1.8932 -0.5303
C -1.1381 -0.2428 -0.1490 -0.4315
C -0.8936 -1.0141 1.0639 0.2493
N -0.8584 -1.7084 1.9855 -0.3996
H 2.4626 -0.6605 1.6823 0.3983
H -0.4288 1.8173 -0.1880 0.2056
H 0.8991 0.4575 -2.1494 0.3578
H -2.1273 0.2094 -0.0412 0.2771
H -1.1978 -0.9623 -0.9715 0.2492
```

Properties
frontier orbital gap: 11.312 eV
total charge: 0
E_LUMO: 0.667 eV
molar mass: 95.10 g/mol
energy above the lowest of the compared OMol25 structures with the same formula, charge and spin: 61.7 kcal/mol
calculated total energy: -323.4213 Eh
SMILES: C#C[C@@H](O)CC#N